## a
{"formula": "C3H4N4", "method": "ωB97M-V/def2-TZVPD", "species": ["N", "N", "N", "N", "C", "C", "C", "H", "H", "H", "H"], "xyz": [[-0.015, -0.445, -0.151], [0.427, -2.645, -0.180], [0.848, -0.583, -1.114], [1.146, -1.923, -1.147], [-0.345, -1.680, 0.418], [-0.379, 0.881, 0.262], [0.007, 2.061, -0.098], [-0.192, 3.025, 0.587], [-0.975, 0.733, 1.231], [-0.856, -1.710, 1.343], [0.335, 2.286, -1.151]], "nbo_charge": [-0.195, -0.250, -0.054, -0.080, 0.120, -0.031, -0.393, 0.236, 0.198, 0.216, 0.233], "homo_energy_ev": -10.24, "smiles": "C=Cn1cnnn1", "gap_ev": 10.5}

## b
{"formula": "C3H4N4", "method": "ωB97M-V/def2-TZVPD", "species": ["N", "N", "N", "N", "C", "C", "C", "H", "H", "H", "H"], "xyz": [[-0.593, 1.057, -0.852], [1.471, 1.631, -0.444], [0.288, 1.931, -0.701], [1.847, 0.411, -0.233], [1.156, -0.522, 0.151], [0.568, -1.612, 0.590], [-1.511, 0.567, -0.189], [0.902, -1.959, 1.588], [-2.132, -0.129, -0.691], [-1.752, 0.810, 0.818], [-0.245, -2.184, -0.037]], "nbo_charge": [-0.214, -0.063, 0.016, -0.310, 0.401, -0.647, -0.044, 0.253, 0.180, 0.170, 0.257], "homo_energy_ev": -8.92, "smiles": "C=C=N/N=N\\N=C", "gap_ev": 9.2}

## c
{"formula": "C3H4N4", "method": "ωB97M-V/def2-TZVPD", "species": ["N", "N", "N", "N", "C", "C", "C", "H", "H", "H", "H"], "xyz": [[1.468, 0.635, 0.850], [1.049, -1.557, 0.386], [0.300, 1.158, 0.336], [-1.557, 0.589, -0.957], [-0.013, -1.146, -0.215], [1.935, -0.613, 0.925], [-0.413, 0.243, -0.272], [-2.278, -0.114, -1.062], [2.058, 1.201, 1.432], [-0.647, -1.913, -0.662], [-1.903, 1.516, -0.760]], "nbo_charge": [-0.383, -0.428, -0.267, -0.792, 0.053, 0.115, 0.303, 0.393, 0.415, 0.190, 0.400], "homo_energy_ev": -8.27, "gap_ev": 8.2}

Most stable structure, least stable structure: c, b.

## a
{"formula": "H2INO3P", "method": "ωB97M-V/def2-TZVPD", "species": ["I", "P", "O", "O", "O", "N", "H", "H"], "xyz": [[-2.554, 0.373, 3.278], [0.242, 0.123, 1.841], [0.519, -1.152, 2.481], [0.945, 1.446, 2.208], [-1.423, 0.410, 1.657], [0.466, 0.023, 0.142], [0.683, -1.003, 0.031], [-0.264, 0.577, -0.270]], "nbo_charge": [0.364, 2.416, -1.166, -1.165, -1.005, -1.231, 0.394, 0.394], "homo_energy_ev": -4.73, "gap_ev": 7.4, "total_charge": -1}

## b
{"formula": "H2INO3P", "method": "ωB97M-V/def2-TZVPD", "species": ["I", "P", "O", "O", "O", "N", "H", "H"], "xyz": [[1.242, -1.979, -1.605], [-0.389, -1.744, 0.346], [-1.692, -2.240, -0.107], [0.316, -2.498, 1.401], [1.036, -0.727, -2.969], [-0.245, -0.024, 0.640], [-1.032, 0.594, 0.767], [0.554, 0.311, 0.095]], "nbo_charge": [0.642, 2.123, -1.122, -1.130, -1.084, -1.218, 0.395, 0.395], "homo_energy_ev": -4.51, "gap_ev": 7.8, "total_charge": -1}

Most stable structure, least stable structure: a, b.

## a
{"formula": "C5H11N3O", "method": "ωB97M-V/def2-TZVPD", "species": ["O", "N", "N", "N", "C", "C", "C", "C", "C", "H", "H", "H", "H", "H", "H", "H", "H", "H", "H", "H"], "xyz": [[1.118, -0.713, -1.252], [-1.336, 0.713, 0.153], [-1.530, -1.504, -0.441], [-3.334, -0.466, 0.545], [1.207, 0.268, -0.530], [-1.994, -0.403, 0.200], [2.139, 0.150, 0.765], [1.013, 1.672, -1.002], [2.975, -0.872, 0.906], [2.811, -1.783, 0.347], [0.090, 2.008, -0.502], [-2.117, -2.291, -0.658], [-3.674, 0.242, 1.175], [-3.740, -1.383, 0.648], [0.815, 1.702, -2.074], [1.829, 2.332, -0.727], [2.348, 1.084, 1.275], [-1.838, 1.505, 0.539], [3.852, -0.849, 1.536], [-0.634, -1.412, -0.905]], "nbo_charge": [-0.618, -0.848, -0.832, -0.833, 0.638, 0.603, -0.302, -0.741, -0.329, 0.206, 0.280, 0.386, 0.389, 0.378, 0.232, 0.219, 0.195, 0.340, 0.199, 0.436], "homo_energy_ev": -8.80, "smiles": "C=CC(C)=O.N=C(N)N", "gap_ev": 9.7}

## b
{"formula": "C5H11N3O", "method": "ωB97M-V/def2-TZVPD", "species": ["O", "N", "N", "N", "C", "C", "C", "C", "C", "H", "H", "H", "H", "H", "H", "H", "H", "H", "H", "H"], "xyz": [[3.398, -0.564, -0.224], [2.203, 0.151, -0.517], [1.195, -1.265, 1.048], [-2.459, 0.663, -0.206], [1.182, -0.215, 0.159], [0.170, 2.022, -0.210], [-0.061, 0.541, -0.048], [-1.269, -0.050, -0.119], [-1.494, -1.535, -0.070], [-1.963, -1.817, 0.873], [-3.224, 0.158, -0.625], [-2.167, -1.828, -0.876], [0.807, 2.385, 0.594], [0.695, 2.204, -1.147], [0.531, -1.240, 1.803], [-0.564, -2.081, -0.180], [4.039, -0.154, -0.816], [-0.750, 2.598, -0.196], [-2.388, 1.613, -0.532], [2.122, -1.585, 1.288]], "nbo_charge": [-0.614, -0.235, -0.831, -0.813, 0.356, -0.616, -0.169, 0.237, -0.663, 0.217, 0.376, 0.209, 0.221, 0.232, 0.390, 0.249, 0.481, 0.190, 0.380, 0.404], "homo_energy_ev": -7.72, "smiles": "C/C(N)=C(C)\\C(N)=N\\O", "gap_ev": 8.7}

Most stable structure, least stable structure: a, b.

## a
{"formula": "C5H11N3O", "method": "ωB97M-V/def2-TZVPD", "species": ["O", "N", "N", "N", "C", "C", "C", "C", "C", "H", "H", "H", "H", "H", "H", "H", "H", "H", "H", "H"], "xyz": [[-4.783, -0.254, -0.203], [3.682, -0.797, 0.373], [0.805, -0.598, -0.297], [-3.425, -0.604, -0.028], [1.664, 0.602, -0.109], [3.132, 0.244, -0.443], [-1.308, 0.625, 0.125], [-0.461, -0.565, -0.114], [-2.649, 0.540, 0.207], [3.069, -1.627, 0.352], [-5.183, -0.633, 0.608], [3.716, -0.488, 1.340], [-0.806, 1.567, 0.234], [3.803, 1.116, -0.345], [-3.261, 1.338, 0.550], [-0.877, -1.581, -0.149], [1.307, 1.460, -0.704], [-3.061, -1.208, -0.803], [3.102, -0.004, -1.513], [1.535, 0.867, 0.920]], "nbo_charge": [-0.557, -0.829, -0.425, -0.343, -0.282, -0.216, -0.391, 0.082, 0.045, 0.368, 0.474, 0.346, 0.226, 0.189, 0.209, 0.175, 0.184, 0.372, 0.189, 0.185], "homo_energy_ev": -8.57, "smiles": "NCC/N=C\\C=C/NO", "gap_ev": 9.2}

## b
{"formula": "C5H11N3O", "method": "ωB97M-V/def2-TZVPD", "species": ["O", "N", "N", "N", "C", "C", "C", "C", "C", "H", "H", "H", "H", "H", "H", "H", "H", "H", "H", "H"], "xyz": [[-0.038, -0.800, -1.736], [-1.244, -0.539, 1.581], [0.303, -1.366, -0.476], [1.961, -0.100, 2.075], [-0.575, 0.425, 1.942], [-1.371, -0.967, -2.041], [-1.834, -0.638, -3.234], [1.075, 0.654, 1.562], [1.447, 2.042, 1.138], [-2.000, -1.254, -1.206], [2.232, 2.012, 0.383], [-1.187, -0.235, -3.997], [-2.882, -0.745, -3.452], [-0.925, 1.323, 2.443], [-0.680, -1.113, 0.650], [1.787, 2.643, 1.981], [1.601, -1.019, 2.344], [0.796, -2.240, -0.653], [0.592, 2.554, 0.692], [0.942, -0.641, 0.003]], "nbo_charge": [-0.379, -0.643, -0.522, -0.620, 0.064, 0.115, -0.487, 0.190, -0.694, 0.197, 0.237, 0.210, 0.216, 0.166, 0.379, 0.241, 0.339, 0.376, 0.217, 0.398], "homo_energy_ev": -8.34, "smiles": "[H]/N=C\\C(C)=N/[H].C=CON", "gap_ev": 9.1}

## c
{"formula": "C5H11N3O", "method": "ωB97M-V/def2-TZVPD", "species": ["O", "N", "N", "N", "C", "C", "C", "C", "C", "H", "H", "H", "H", "H", "H", "H", "H", "H", "H", "H"], "xyz": [[-1.411, -1.808, 1.298], [1.627, -1.347, -0.413], [0.727, -0.633, 0.380], [2.192, 1.254, 0.371], [0.911, 0.701, 0.434], [-1.388, -0.820, 0.372], [-0.222, 1.448, 0.564], [-1.499, -1.182, -1.074], [-0.851, 2.496, 0.074], [-2.056, -0.036, 0.695], [2.372, -0.788, -0.820], [-1.826, 2.802, 0.448], [-0.737, -1.904, -1.374], [2.204, 2.259, 0.463], [-0.582, -2.304, 1.229], [-1.389, -0.287, -1.688], [2.881, 0.808, 0.965], [1.979, -2.165, 0.068], [-0.441, 3.114, -0.727], [-2.491, -1.609, -1.266]], "nbo_charge": [-0.689, -0.677, -0.342, -0.830, 0.272, 0.366, -0.141, -0.699, -0.482, 0.199, 0.364, 0.191, 0.223, 0.395, 0.484, 0.234, 0.374, 0.357, 0.177, 0.223], "homo_energy_ev": [-7.15, -7.15], "gap_ev": [7.8, 7.9]}

Most stable structure, least stable structure: a, c.

## a
{"formula": "C5H11N3O", "method": "ωB97M-V/def2-TZVPD", "species": ["O", "N", "N", "N", "C", "C", "C", "C", "C", "H", "H", "H", "H", "H", "H", "H", "H", "H", "H", "H"], "xyz": [[1.403, 1.069, -0.791], [-0.040, -0.578, -2.570], [-2.708, 0.056, -1.034], [-1.090, 0.921, 0.580], [0.115, -0.872, -1.192], [-1.713, 0.169, -0.420], [1.080, -0.219, -0.429], [1.873, -0.844, 0.670], [-1.420, 0.709, 1.976], [0.002, -1.928, -0.972], [-0.955, -0.881, -2.888], [-0.509, 1.701, 0.288], [-0.927, 1.460, 2.596], [2.905, -1.001, 0.342], [0.018, 0.423, -2.722], [1.447, -1.802, 0.954], [1.903, -0.206, 1.557], [2.217, 1.346, -0.358], [-2.500, 0.764, 2.114], [-1.103, -0.288, 2.299]], "nbo_charge": [-0.712, -0.805, -0.382, -0.709, -0.161, 0.402, 0.322, -0.674, -0.389, 0.209, 0.376, 0.419, 0.207, 0.223, 0.368, 0.238, 0.206, 0.486, 0.195, 0.182], "homo_energy_ev": -7.42, "smiles": "C/C(O)=C/N.CNC#N", "gap_ev": 7.9}

## b
{"formula": "C5H11N3O", "method": "ωB97M-V/def2-TZVPD", "species": ["O", "N", "N", "N", "C", "C", "C", "C", "C", "H", "H", "H", "H", "H", "H", "H", "H", "H", "H", "H"], "xyz": [[-1.451, -0.060, 1.088], [0.282, -2.098, -0.831], [2.185, -1.422, 0.915], [0.688, -0.735, -0.683], [0.020, 0.212, -1.352], [1.663, -0.439, 0.299], [-1.775, 0.659, -0.019], [-2.950, 1.180, -0.342], [1.974, 1.021, 0.492], [1.117, 1.532, 0.934], [-0.619, -0.207, -2.122], [-3.828, 1.094, 0.298], [2.885, -1.110, 1.581], [-0.441, -2.245, -0.126], [-3.064, 1.726, -1.268], [2.829, 1.130, 1.158], [1.078, -2.658, -0.534], [2.187, 1.507, -0.460], [-2.213, -0.142, 1.685], [-0.567, 1.056, -0.714]], "nbo_charge": [-0.721, -0.644, -0.699, -0.282, -0.185, 0.464, 0.202, -0.580, -0.689, 0.240, 0.205, 0.192, 0.350, 0.357, 0.219, 0.221, 0.382, 0.247, 0.478, 0.245], "homo_energy_ev": -7.96, "gap_ev": 8.5}

Most stable structure, least stable structure: a, b.

## a
{"formula": "C2H13NO3", "method": "ωB97M-V/def2-TZVPD", "species": ["O", "O", "O", "N", "C", "C", "H", "H", "H", "H", "H", "H", "H", "H", "H", "H", "H", "H", "H"], "xyz": [[-3.466, 0.014, -0.060], [2.004, 0.459, -5.958], [2.232, -1.845, 2.990], [0.384, -0.405, -0.462], [0.555, 0.657, 0.611], [-0.537, 0.784, 1.623], [-0.258, 0.053, -1.083], [-1.499, 1.176, 1.286], [1.546, 0.539, 1.045], [-0.184, -1.106, -0.008], [1.741, -0.474, -6.101], [-2.787, -0.087, 0.617], [2.224, -2.777, 3.160], [-0.859, -0.136, 2.139], [0.579, 1.584, 0.031], [-3.949, 0.812, 0.139], [1.149, 0.894, -5.853], [-0.285, 1.430, 2.466], [1.408, -1.571, 3.418]], "nbo_charge": [-0.940, -0.932, -0.926, -0.796, -0.238, -0.640, 0.343, 0.192, 0.202, 0.335, 0.467, 0.470, 0.465, 0.192, 0.185, 0.470, 0.465, 0.224, 0.462], "homo_energy_ev": -9.76, "smiles": "CCN.O.O.O", "gap_ev": 10.3}

## b
{"formula": "C2H13NO3", "method": "ωB97M-V/def2-TZVPD", "species": ["O", "O", "O", "N", "C", "C", "H", "H", "H", "H", "H", "H", "H", "H", "H", "H", "H", "H", "H"], "xyz": [[-0.310, -3.536, -4.205], [0.579, 2.850, -0.569], [1.120, -0.789, -1.842], [0.113, -0.525, 1.036], [-0.587, 0.955, 2.924], [-0.614, 0.614, 1.408], [-0.652, -2.880, -3.692], [1.082, -0.554, -0.962], [-0.247, 1.407, 0.659], [-0.033, -1.295, 1.537], [-1.356, 0.301, 3.378], [0.884, 3.491, -1.089], [-1.755, 0.437, 1.177], [-0.919, 2.008, 3.060], [0.514, 0.879, 3.266], [0.834, -1.675, -1.806], [1.098, -0.369, 1.376], [-0.917, -3.397, -5.091], [1.166, 2.078, -0.564]], "nbo_charge": [-0.921, -0.938, -0.939, -0.834, -0.639, -0.228, 0.456, 0.471, 0.221, 0.346, 0.212, 0.468, 0.176, 0.220, 0.197, 0.460, 0.331, 0.465, 0.476], "homo_energy_ev": -9.79, "smiles": "CCN.O.O.O", "gap_ev": 10.5}

Most stable structure, least stable structure: a, b.